# 1
Formula: C20H14Br2IrN3O5S2
Source: OMol25
Level of theory: ωB97M-V/def2-TZVPD

Summary:
- Molar mass: 792.51 g/mol
- Largest force on an atom: 1.6 eV Å⁻¹

The geometry in ORCA input format:
```
! wB97M-V def2-TZVPD RIJCOSX def2/J DEFGRID3
* xyz 0 1
Ir -1.260 -1.000 -0.799
C -1.685 1.611 1.518
C -2.575 1.580 0.316
C -3.714 2.419 0.278
C -4.586 2.388 -0.771
C -4.310 1.555 -1.879
C -5.085 1.417 -3.056
Br -6.674 2.425 -3.263
C -4.684 0.576 -4.056
C -3.463 -0.125 -3.979
Br -2.947 -1.243 -5.399
C -2.633 0.026 -2.892
O -1.411 -0.454 -2.782
C -3.145 0.791 -1.797
N -2.333 0.761 -0.686
H -1.922 2.479 2.129
H -0.635 1.664 1.237
H -1.837 0.715 2.128
H -3.890 3.076 1.118
H -5.467 3.016 -0.778
H -5.296 0.455 -4.939
S 4.108 1.373 2.175
C 2.687 0.682 1.349
C 2.451 0.951 0.008
C 1.332 0.415 -0.598
N 0.454 -0.345 0.072
C 0.682 -0.624 1.363
C 1.785 -0.129 2.027
C 5.171 -0.063 2.101
C 6.007 -0.264 1.014
C 6.799 -1.404 0.996
N 6.804 -2.314 1.967
C 6.007 -2.099 3.010
C 5.177 -0.993 3.129
H 3.130 1.568 -0.564
H 1.109 0.580 -1.644
H -0.045 -1.265 1.844
H 1.931 -0.370 3.070
H 6.046 0.449 0.202
H 7.460 -1.594 0.158
H 6.030 -2.847 3.793
H 4.557 -0.859 4.005
O -0.655 -2.984 -0.764
S -2.086 -3.128 -0.200
O -2.508 -4.421 0.183
O -2.001 -2.057 0.909
O -2.878 -2.384 -1.251
*
```

# 2
Formula: C20H14BrCuN3O4
Source: OMol25
Level of theory: ωB97M-V/def2-TZVPD

Summary:
- Molar mass: 503.80 g/mol
- Largest force on an atom: 0.6 eV Å⁻¹

The geometry in ORCA input format:
```
! wB97M-V def2-TZVPD RIJCOSX def2/J DEFGRID3
* xyz 0 2
Cu -0.320 0.441 0.115
O -2.945 4.015 -0.695
C -2.758 4.527 0.529
C -3.544 5.624 0.887
C -3.412 6.196 2.133
C -2.496 5.694 3.060
C -1.714 4.618 2.712
C -1.821 4.018 1.449
C -0.969 2.876 1.112
O -1.101 2.296 -0.030
N -0.035 2.501 2.008
N 0.576 1.421 1.525
C 1.606 0.848 2.027
C 2.107 -0.282 1.236
C 3.269 -0.969 1.532
C 3.722 -1.934 0.643
C 3.014 -2.180 -0.520
C 1.844 -1.475 -0.741
N 1.394 -0.565 0.119
H -2.372 3.223 -0.774
H -4.256 5.998 0.162
H -4.035 7.043 2.393
H -2.404 6.144 4.039
H -0.994 4.208 3.408
H 2.099 1.201 2.926
H 3.814 -0.739 2.437
H 4.633 -2.479 0.855
H 3.345 -2.913 -1.241
H 1.232 -1.657 -1.616
Br -0.766 -3.225 1.350
C -0.723 -3.237 -0.550
C 0.112 -4.159 -1.166
C 0.149 -4.233 -2.549
C -0.673 -3.408 -3.309
C -1.526 -2.516 -2.679
C -1.549 -2.398 -1.290
C -2.502 -1.386 -0.669
O -3.681 -1.470 -0.930
O -1.965 -0.481 0.095
H 0.720 -4.817 -0.558
H 0.804 -4.949 -3.029
H -0.663 -3.476 -4.389
H -2.202 -1.895 -3.252
*
```

# 3
Formula: C20H14F3NO3
Source: OMol25
Level of theory: ωB97M-V/def2-TZVPD

Summary:
- Molar mass: 373.33 g/mol
- Largest force on an atom: 1.7 eV Å⁻¹
- Energy relative to the best compared isomer or geometry (same formula, charge and spin): 175.41 kJ/mol

The geometry in ORCA input format:
```
! wB97M-V def2-TZVPD RIJCOSX def2/J DEFGRID3
* xyz 0 1
C -2.151 3.330 -0.867
C -2.672 4.306 -0.061
C -2.814 4.076 1.331
N -3.372 5.084 2.160
O -3.476 4.857 3.388
O -3.740 6.159 1.632
C -2.412 2.843 1.903
C -1.886 1.859 1.110
C -1.709 2.022 -0.344
O -1.220 1.123 -1.060
H -2.040 3.493 -1.938
H -2.988 5.269 -0.464
H -2.533 2.702 2.977
H -1.570 0.906 1.534
F 1.133 -4.006 -5.179
C 0.625 -4.699 -4.116
F -0.634 -5.093 -4.462
F 1.377 -5.839 -3.987
C 0.645 -3.886 -2.863
C -0.431 -3.976 -1.985
C -0.411 -3.207 -0.845
C 0.676 -2.328 -0.544
C 0.572 -1.595 0.661
C 1.401 -0.590 1.210
C 1.129 -0.209 2.565
C 1.875 0.768 3.202
C 2.920 1.416 2.522
C 3.187 1.083 1.185
C 2.439 0.112 0.524
C 1.779 -2.323 -1.449
C 1.751 -3.083 -2.604
H -1.262 -4.637 -2.212
H -1.247 -3.270 -0.149
H -0.278 -1.876 1.285
H 0.317 -0.715 3.093
H 1.652 1.034 4.237
H 3.512 2.180 3.029
H 3.986 1.600 0.650
H 2.618 -0.075 -0.532
H 2.672 -1.750 -1.228
H 2.583 -3.067 -3.308
*
```

# 4
Formula: C20H14FN5
Source: OMol25
Level of theory: ωB97M-V/def2-TZVPD

Summary:
- SMILES: Fc1cc2c(cc1-c1cccnc1)CCc1nnc(-c3ccncc3)n1-2
- Molar mass: 343.37 g/mol
- Largest force on an atom: 2.5 eV Å⁻¹
- Energy relative to the best compared isomer or geometry (same formula, charge and spin): 51.76 kJ/mol

The geometry in ORCA input format:
```
! wB97M-V def2-TZVPD RIJCOSX def2/J DEFGRID3
* xyz 0 1
F -1.650 1.692 -0.770
C -0.430 1.559 -0.204
C 0.137 0.276 -0.257
C 1.383 0.008 0.321
C 2.124 1.139 0.821
C 1.519 2.395 0.924
C 0.221 2.621 0.480
C -0.433 3.899 0.743
C -0.187 4.600 1.948
C -0.869 5.795 2.203
C -1.801 6.241 1.272
N -2.000 5.604 0.117
C -1.322 4.471 -0.181
C 3.453 0.887 1.441
C 4.242 -0.100 0.604
C 3.386 -1.359 0.357
N 3.754 -2.586 0.095
N 2.614 -3.373 -0.041
C 1.593 -2.561 0.098
C 0.222 -3.044 0.060
C -0.780 -2.578 0.879
C -2.088 -3.050 0.737
N -2.463 -3.973 -0.203
C -1.467 -4.510 -0.943
C -0.144 -4.080 -0.821
N 2.020 -1.242 0.300
H -0.461 -0.455 -0.765
H 2.134 3.183 1.335
H 0.506 4.200 2.687
H -0.728 6.355 3.107
H -2.362 7.153 1.423
H -1.483 4.001 -1.148
H 3.279 0.436 2.435
H 4.012 1.805 1.493
H 4.520 0.362 -0.359
H 5.166 -0.327 1.099
H -0.548 -1.835 1.643
H -2.841 -2.575 1.372
H -1.687 -5.315 -1.650
H 0.628 -4.551 -1.483
*
```

# 5
Formula: C20H14IN3O2
Source: OMol25
Level of theory: ωB97M-V/def2-TZVPD

Summary:
- SMILES: O=c1c2cc(I)ccc2nc(OCc2ccccc2)n1-c1ccccn1
- Molar mass: 455.26 g/mol
- Largest force on an atom: 5.4 eV Å⁻¹
- Energy relative to the best compared isomer or geometry (same formula, charge and spin): 166.72 kJ/mol

The geometry in ORCA input format:
```
! wB97M-V def2-TZVPD RIJCOSX def2/J DEFGRID3
* xyz 0 1
O 1.909 0.967 -3.162
C 0.846 0.944 -2.477
C -0.436 1.339 -3.100
C -0.515 1.679 -4.458
C -1.792 1.865 -5.035
I -1.862 2.238 -7.350
C -2.933 1.666 -4.241
C -2.830 1.302 -2.877
C -1.584 1.201 -2.293
N -1.451 0.930 -0.930
C -0.299 0.624 -0.401
O -0.188 0.476 0.915
C -1.145 0.916 1.867
C -0.804 0.273 3.161
C -1.202 -1.093 3.391
C -0.981 -1.618 4.698
C -0.206 -0.962 5.656
C 0.240 0.358 5.442
C -0.079 0.935 4.165
N 0.846 0.506 -1.201
C 1.608 -0.565 -0.834
C 2.885 -0.470 -0.441
C 3.651 -1.653 -0.409
C 3.084 -2.865 -0.597
C 1.713 -2.814 -1.048
N 0.975 -1.699 -1.179
H 0.370 1.794 -5.050
H -3.942 1.848 -4.606
H -3.692 1.130 -2.205
H -1.236 1.989 1.779
H -2.102 0.537 1.465
H -1.624 -1.725 2.551
H -1.417 -2.623 4.932
H -0.026 -1.514 6.537
H 0.792 0.986 6.053
H 0.456 1.778 4.025
H 3.314 0.474 -0.195
H 4.718 -1.520 -0.426
H 3.628 -3.831 -0.760
H 1.310 -3.804 -1.361
*
```

# 6
Formula: C20H14N2O3
Source: OMol25
Level of theory: ωB97M-V/def2-TZVPD

Summary:
- SMILES: O=C(Nc1ccc2ccccc2c1)C(=O)[C@H]1C(=O)Nc2ccccc21
- Molar mass: 330.34 g/mol
- Largest force on an atom: 17.4 eV Å⁻¹
- Energy relative to the best compared isomer or geometry (same formula, charge and spin): 1236.95 kJ/mol

The geometry in ORCA input format:
```
! wB97M-V def2-TZVPD RIJCOSX def2/J DEFGRID3
* xyz 0 1
O 0.141 -0.734 1.260
C 0.436 -0.188 0.110
N -0.476 0.407 -0.766
C -1.972 0.261 -0.681
C -2.726 0.726 -1.816
C -4.215 1.023 -1.788
C -4.890 0.534 -0.607
C -6.200 0.293 -0.588
C -6.957 -0.219 0.369
C -6.211 -0.838 1.382
C -4.913 -1.006 1.654
C -4.162 -0.372 0.478
C -2.674 -0.470 0.239
C 1.582 0.169 -0.265
O 1.888 0.916 -1.310
C 2.702 -0.635 0.498
C 3.174 -1.890 -0.700
O 2.551 -2.727 -0.956
N 4.539 -1.571 -0.888
C 5.086 -0.593 -0.151
C 6.260 -0.095 -0.140
C 6.633 1.264 0.434
C 5.608 1.553 1.183
C 4.386 1.256 1.199
C 4.037 0.251 0.262
H -0.289 0.769 -1.649
H -2.180 1.450 -2.480
H -4.670 1.382 -2.617
H -6.855 0.781 -1.257
H -7.948 -0.400 0.546
H -6.769 -1.369 2.401
H -4.164 -1.243 2.222
H -2.182 -0.718 1.309
H 2.301 -1.018 1.267
H 5.036 -2.443 -1.438
H 7.084 -0.618 -0.809
H 7.635 1.717 0.498
H 5.853 2.645 1.562
H 3.523 1.750 2.034
*
```

# 7
Formula: C20H14N3O7Pt
Source: OMol25
Level of theory: ωB97M-V/def2-TZVPD

Summary:
- Molar mass: 603.42 g/mol
- Largest force on an atom: 0.3 eV Å⁻¹
- Energy relative to the best compared isomer or geometry (same formula, charge and spin): 0.00 kJ/mol

The geometry in ORCA input format:
```
! wB97M-V def2-TZVPD RIJCOSX def2/J DEFGRID3
* xyz 1 1
Pt -0.190 -1.207 0.397
O -3.063 2.307 -0.307
C -2.718 1.026 -0.229
O -3.072 0.240 0.598
C -1.907 0.606 -1.432
C -2.116 1.209 -2.670
C -1.545 0.658 -3.800
C -0.826 -0.525 -3.677
C -0.635 -1.048 -2.416
N -1.114 -0.456 -1.300
C 0.032 -2.346 -2.129
O 0.423 -3.151 -3.080
O 0.180 -2.711 -0.962
H -3.602 2.539 0.468
H -2.729 2.096 -2.718
H -1.684 1.116 -4.769
H -0.420 -0.999 -4.560
H 0.229 -2.822 -3.968
N 3.187 -4.520 6.027
C 2.667 -4.001 5.146
C 2.020 -3.353 4.038
C 2.283 -2.018 3.754
C 1.640 -1.431 2.685
N 0.785 -2.114 1.912
C 0.529 -3.400 2.183
C 1.126 -4.056 3.238
H 2.968 -1.443 4.358
H 1.792 -0.391 2.439
H -0.173 -3.901 1.532
H 0.895 -5.092 3.434
O -1.012 4.157 0.792
C -0.235 3.430 -0.013
C 0.101 3.977 -1.256
C 0.953 3.306 -2.106
C 1.500 2.075 -1.736
C 1.129 1.511 -0.533
C 0.221 2.139 0.324
C -0.275 1.534 1.595
O -0.648 2.263 2.505
O -0.402 0.236 1.727
H -1.027 3.699 1.666
H -0.294 4.953 -1.504
H 1.229 3.758 -3.049
H 2.229 1.586 -2.368
H 1.569 0.564 -0.237
*
```

# 8
Formula: C20H14N4O2ReS4
Source: OMol25
Level of theory: ωB97M-V/def2-TZVPD

Summary:
- Molar mass: 656.83 g/mol
- Largest force on an atom: 4.2 eV Å⁻¹
- Energy relative to the best compared isomer or geometry (same formula, charge and spin): 131.27 kJ/mol

The geometry in ORCA input format:
```
! wB97M-V def2-TZVPD RIJCOSX def2/J DEFGRID3
* xyz -2 4
Re 0.087 1.694 0.897
C -2.485 -1.729 0.819
C -2.058 -0.319 1.126
N -0.847 -0.043 1.521
N -0.097 -1.194 1.846
C 1.161 -1.086 1.560
S 1.917 0.277 0.832
S 2.140 -2.556 1.834
C 1.273 -3.634 0.634
C 1.668 -3.325 -0.779
C 1.001 -2.331 -1.491
C 1.406 -1.982 -2.771
C 2.475 -2.637 -3.364
C 3.145 -3.633 -2.665
C 2.747 -3.968 -1.380
C -3.060 0.742 0.946
C -4.353 0.491 1.423
C -5.367 1.421 1.322
C -5.092 2.639 0.692
C -3.841 2.903 0.190
C -2.776 1.977 0.298
O -1.612 2.264 -0.194
H -1.765 -2.184 0.138
H -2.488 -2.351 1.717
H -3.468 -1.735 0.358
H 1.514 -4.663 0.907
H 0.211 -3.467 0.802
H 0.190 -1.788 -1.021
H 0.900 -1.178 -3.289
H 2.800 -2.358 -4.358
H 3.992 -4.137 -3.115
H 3.289 -4.725 -0.824
H -4.549 -0.456 1.916
H -6.347 1.214 1.733
H -5.871 3.389 0.603
H -3.615 3.844 -0.296
S 1.165 2.788 -1.837
C 2.306 3.884 0.074
S 0.623 3.868 2.646
C 3.639 4.003 0.090
C 4.561 2.920 0.330
N 5.321 2.074 0.519
C 4.239 5.282 -0.162
N 4.745 6.299 -0.363
O 1.178 3.507 0.137
*
```

Quick rundown of DFT total energy, same order as above: -200269.485, -148309.794, -36746.656, -31134.779, -37631.211, -30076.126, -43011.775, -76487.578 eV